[1]
The following is a DFT calculation (ωB97M-V/def2-TZVPD) of 2 unconnected molecules or ions with the total composition C3H8O2.

For the largest force on an atom, the calculation gives 3.1 eV/Å. The net charge is 0. The highest occupied orbital energy is -0.406 hartree. The calculation puts the electronic energy at -269.56298 Ha. Its SMILES is O=CO.CC. Its HOMO-LUMO gap is 0.4333 hartree.

Last columns: bonded neighbours and bond lengths (Å).
Positions of all 13 atoms, in Å:
1 O -2.24927 1.32688 -0.98892  C2 1.199
2 C -2.57236 1.94455 -1.96439  O1 1.199, O3 1.317, H4 1.112
3 O -2.09511 1.76430 -3.17840  C2 1.317, H5 1.029
4 H -3.47636 2.58751 -2.03720  C2 1.112
5 H -1.28687 1.14596 -3.02446  O3 1.029
6 C 3.21610 -2.88903 3.16860  C7 1.563, H8 1.166, H9 1.122, H10 1.157
7 C 2.86205 -1.56680 2.41481  C6 1.563, H11 1.122, H12 1.121, H13 1.091
8 H 3.76127 -2.72210 4.18578  C6 1.166
9 H 4.04866 -3.36269 2.58441  C6 1.122
10 H 2.29585 -3.58616 3.23766  C6 1.157
11 H 2.85264 -1.70216 1.30086  C7 1.122
12 H 1.86744 -1.17094 2.74872  C7 1.121
13 H 3.65763 -0.85119 2.62863  C7 1.091


[2]
The following is a DFT calculation (ωB97M-V/def2-TZVPD) of 2 unconnected molecules or ions with the total composition C3H8O2.

For the largest force on an atom, the calculation gives 1.4 eV/Å. The net charge is 0. The highest occupied orbital energy is -0.410 hartree. The calculation puts the electronic energy at -269.56130 Ha. Its SMILES is O=CO.CC. Its HOMO-LUMO gap is 0.4372 hartree.

Last columns: bonded neighbours and bond lengths (Å).
Positions of all 13 atoms, in Å:
1 O 3.58582 -0.48347 0.93337  C2 1.188
2 C 4.30983 0.39578 1.27028  O1 1.188, O3 1.372, H4 1.094
3 O 3.87771 1.68960 1.42196  C2 1.372, H5 0.970
4 H 5.37840 0.32418 1.49337  C2 1.094
5 H 3.10526 1.60115 2.00125  O3 0.970
6 C -2.83451 -0.58134 -0.23554  C7 1.503, H8 1.080, H9 1.094, H10 1.087
7 C -2.21292 -0.24478 -1.56249  C6 1.503, H11 1.084, H12 1.089, H13 1.084
8 H -2.17171 -0.97386 0.52212  C6 1.080
9 H -3.50670 -1.44304 -0.27432  C6 1.094
10 H -3.42224 0.26900 0.10147  C6 1.087
11 H -1.54807 -1.00587 -1.95455  C7 1.084
12 H -3.00582 -0.15085 -2.30321  C7 1.089
13 H -1.55504 0.60352 -1.41372  C7 1.084


[3]
The following is a DFT calculation (ωB97M-V/def2-TZVPD) of 2 unconnected molecules or ions with the total composition C3H8O2.

For the largest force on an atom, the calculation gives 4.3 eV/Å. The net charge is 0. The highest occupied orbital energy is -0.340 hartree. The calculation puts the electronic energy at -269.37573 Ha. Its SMILES is C=COO.C. Its HOMO-LUMO gap is 0.3759 hartree.

Last columns: bonded neighbours and bond lengths (Å).
Positions of all 13 atoms, in Å:
1 C -0.77830 -1.74507 -0.18830  C2 1.328, H5 1.083, H6 1.084
2 C 0.00434 -0.74023 -0.56603  C1 1.328, O3 1.597, H7 1.081
3 O 1.48582 -0.55306 0.00084  C2 1.597, O4 1.450
4 O 2.11703 0.44964 -0.83555  O3 1.450, H8 0.971
5 H -0.79294 -2.10747 0.83200  C1 1.083
6 H -1.47646 -2.17142 -0.89931  C1 1.084
7 H 0.00208 -0.30288 -1.55450  C2 1.081
8 H 3.03495 0.32732 -0.54378  O4 0.971
9 C -0.76662 1.37002 0.74180  H10 1.093, H11 1.088, H12 1.088, H13 1.166
10 H -0.10288 2.23734 0.71143  C9 1.093
11 H -1.44886 1.39302 -0.10510  C9 1.088
12 H -1.34338 1.28942 1.66136  C9 1.088
13 H 0.06522 0.55337 0.74513  C9 1.166


[4]
The following is a DFT calculation (ωB97M-V/def2-TZVPD) of 2 unconnected molecules or ions with the total composition C3H8O2.

For the largest force on an atom, the calculation gives 1.4 eV/Å. The net charge is 0. The highest occupied orbital energy is -0.323 hartree. The calculation puts the electronic energy at -269.52919 Ha. Its SMILES is C=CO.CO. Its HOMO-LUMO gap is 0.3528 hartree.

Last columns: bonded neighbours and bond lengths (Å).
Positions of all 13 atoms, in Å:
1 C 2.46395 -0.50054 -0.23930  C2 1.329, H4 1.080, H5 1.078
2 C 1.88664 0.30081 0.65067  C1 1.329, O3 1.365, H6 1.081
3 O 0.68412 0.03707 1.24136  C2 1.365, H7 0.971
4 H 3.49615 -0.36286 -0.52538  C1 1.080
5 H 1.88680 -1.21285 -0.80666  C1 1.078
6 H 2.35170 1.12746 1.16969  C2 1.081
7 H 0.18316 -0.53795 0.63963  O3 0.971
8 C -2.39659 0.35874 -0.11026  O9 1.414, H10 1.086, H11 1.090, H12 1.085
9 O -1.44483 -0.53604 -0.65174  C8 1.414, H13 0.963
10 H -2.40096 0.17532 0.95989  C8 1.086
11 H -2.07221 1.39632 -0.18465  C8 1.090
12 H -3.37871 0.21530 -0.54957  C8 1.085
13 H -1.25921 -0.46078 -1.59369  O9 0.963


[5]
The following is a DFT calculation (ωB97M-V/def2-TZVPD) of a single C3H8O2S molecule.

For the largest force on an atom, the calculation gives 3.4 eV/Å. The net charge is 0. The highest occupied orbital energy is -0.311 hartree. The calculation puts the electronic energy at -667.62159 Ha. Its SMILES is C=[S@@](C)(=O)OC. Its HOMO-LUMO gap is 0.3386 hartree.

Last columns: bonded neighbours and bond lengths (Å).
Positions of all 14 atoms, in Å:
1 C 1.17133 1.48361 1.15408  S2 1.981, H7 1.090, H8 1.094
2 S 0.47877 -0.16138 0.29445  C1 1.981, C3 1.814, O4 1.435, O5 1.676
3 C 1.56021 -0.54299 -1.11140  S2 1.814, H9 1.081, H10 1.082, H11 1.080
4 O 0.46449 -1.28327 1.18973  S2 1.435
5 O -0.90585 -0.21449 -0.64883  S2 1.676, C6 1.406
6 C -2.11541 -0.28864 0.06444  O5 1.406, H12 1.095, H13 1.090, H14 1.094
7 H 0.52197 1.57461 2.02500  C1 1.090
8 H 0.87032 2.22538 0.40868  C1 1.094
9 H 1.35387 -1.56631 -1.39245  C3 1.081
10 H 1.31206 0.13931 -1.91355  C3 1.082
11 H 2.58555 -0.41943 -0.79474  C3 1.080
12 H -1.97591 -0.86173 0.98751  C6 1.095
13 H -2.84034 -0.79809 -0.56998  C6 1.090
14 H -2.48107 0.71343 0.30707  C6 1.094


[6]
The following is a DFT calculation (ωB97M-V/def2-TZVPD) of 2 unconnected molecules or ions with the total composition C3H8O2S.

For the largest force on an atom, the calculation gives 3.8 eV/Å. The net charge is 0. The highest occupied orbital energy is -0.339 hartree. The calculation puts the electronic energy at -667.71620 Ha. Its SMILES is O=CO.CSC. Its HOMO-LUMO gap is 0.3608 hartree.

Last columns: bonded neighbours and bond lengths (Å).
Positions of all 14 atoms, in Å:
1 O 1.19680 3.91242 -0.61788  C2 1.182
2 C 1.09329 2.92285 0.02020  O1 1.182, O3 1.370, H4 1.075
3 O -0.16007 2.64860 0.50004  C2 1.370, H5 1.049
4 H 1.81302 2.17946 0.31028  C2 1.075
5 H -0.30204 1.69129 0.90472  O3 1.049
6 C -1.06299 -0.77080 1.07283  S7 1.885, H9 1.052, H10 1.138, H11 1.128
7 S 0.60268 -1.27236 0.34546  C6 1.885, C8 1.934
8 C 0.28317 -2.22149 -1.30878  S7 1.934, H12 1.170, H13 1.044, H14 1.030
9 H -1.92818 -0.94404 0.50020  C6 1.052
10 H -1.08480 0.33650 1.33497  C6 1.138
11 H -1.27695 -1.49822 1.90753  C6 1.128
12 H 1.24369 -2.21254 -1.97663  C8 1.170
13 H -0.04259 -3.21093 -1.24588  C8 1.044
14 H -0.37501 -1.56075 -1.74706  C8 1.030


[7]
The following is a DFT calculation (ωB97M-V/def2-TZVPD) of 2 unconnected molecules or ions with the total composition C3H8O2S.

For the largest force on an atom, the calculation gives 1.4 eV/Å. The net charge is 0. The highest occupied orbital energy is -0.313 hartree. The calculation puts the electronic energy at -667.75032 Ha. Its SMILES is O=CO.CSC. Its HOMO-LUMO gap is 0.3347 hartree.

Last columns: bonded neighbours and bond lengths (Å).
Positions of all 14 atoms, in Å:
1 O 1.05153 4.68536 0.96429  C2 1.188
2 C 0.57219 4.29335 -0.04901  O1 1.188, O3 1.372, H4 1.104
3 O 1.23622 4.20936 -1.24659  C2 1.372, H5 0.971
4 H -0.43463 3.85420 -0.16453  C2 1.104
5 H 2.12322 4.02123 -0.89840  O3 0.971
6 C 0.51453 -3.25453 -0.19964  S7 1.819, H9 1.088, H10 1.086, H11 1.083
7 S -1.08984 -2.65439 -0.81042  C6 1.819, C8 1.816
8 C -1.53883 -1.44644 0.46927  S7 1.816, H12 1.086, H13 1.085, H14 1.092
9 H 0.45625 -4.34085 -0.18621  C6 1.088
10 H 0.66882 -2.85667 0.79931  C6 1.086
11 H 1.33604 -2.97873 -0.84951  C6 1.083
12 H -2.59790 -1.20974 0.50253  C8 1.086
13 H -1.26227 -1.81134 1.45278  C8 1.085
14 H -1.03535 -0.51085 0.21613  C8 1.092


[8]
The following is a DFT calculation (ωB97M-V/def2-TZVPD) of 2 unconnected molecules or ions with the total composition C3H8O2S2.

For the largest force on an atom, the calculation gives 4.2 eV/Å. The net charge is 0. The highest occupied orbital energy (alpha / beta) is -0.270 / -0.281 hartree. The calculation puts the electronic energy at -1065.79152 Ha. Its HOMO-LUMO gap (alpha / beta) is 0.2788 / 0.3024 hartree.

Last columns: bonded neighbours and bond lengths (Å).
Positions of all 15 atoms, in Å:
1 C 1.61867 -1.22923 0.26372  S6 1.748, H8 1.085, H9 1.042
2 C -0.33857 0.72991 0.61414  C3 1.449, S7 1.796, H10 1.077
3 C -1.18043 0.20699 -0.44251  C2 1.449, O4 1.396, O5 1.473, H11 1.165
4 O -1.32631 -1.16853 -0.25057  C3 1.396, H12 1.068
5 O -2.42786 0.99029 -0.43175  C3 1.473, H13 0.912
6 S 2.90622 -0.25808 -0.41151  C1 1.748, H14 1.274
7 S 0.67073 2.18505 0.31269  C2 1.796, H15 1.248
8 H 0.82311 -1.79589 -0.20811  C1 1.085
9 H 1.69405 -1.56960 1.24607  C1 1.042
10 H -0.76487 0.46429 1.56631  C2 1.077
11 H -0.81027 0.32667 -1.54090  C3 1.165
12 H -1.86303 -1.29945 0.66395  O4 1.068
13 H -2.98410 0.76102 -1.11659  O5 0.912
14 H 2.66715 -0.47006 -1.64506  S6 1.274
15 H 1.31549 2.12661 1.38014  S7 1.248